The following is a quantum chemistry calculation of a molecular structure, C20H32Cl2N3NdO3, from the OMol25 dataset.

Max |F| in Eh/bohr: 0.0471
Total charge: 0
2S+1: 4
Energy above the lowest of the compared OMol25 structures with the same formula, charge and spin in kcal/mol: 0.0
Kohn-Sham gap (alpha / beta) in eV: 8.08 / 8.08
LUMO (alpha / beta) in eV: 0.236 / 0.236
E_HOMO (alpha / beta) in eV: -7.84 / -7.84

Structure (XYZ):
```
61
Properties=species:S:1:pos:R:3:nbo_charge:R:1
O 0.158 0.097 -2.045 -0.95
C -0.776 0.369 -2.988 0.08
C -0.476 1.691 -3.712 0.07
C 0.299 2.687 -3.110 -0.27
H 0.668 2.535 -2.093 0.25
C 0.569 3.870 -3.802 -0.21
H 1.205 4.619 -3.329 0.21
C 0.014 4.084 -5.069 -0.24
H 0.202 5.021 -5.592 0.21
C -0.784 3.096 -5.656 -0.22
H -1.235 3.255 -6.636 0.21
C -1.005 1.891 -4.987 -0.24
H -1.613 1.091 -5.420 0.20
H -0.778 -0.428 -3.759 0.13
C -2.828 -1.060 -2.209 -0.66
C -2.229 0.308 -2.376 -0.05
H -3.902 -1.036 -2.461 0.22
H -2.746 -1.434 -1.172 0.23
H -2.326 -1.776 -2.879 0.20
C -2.892 1.445 -2.108 -0.17
C -4.260 1.538 -1.516 -0.65
H -2.441 2.408 -2.352 0.21
H -4.956 2.028 -2.212 0.21
H -4.232 2.153 -0.609 0.24
H -4.680 0.562 -1.238 0.21
Nd -0.183 0.053 0.322 1.78
Cl 0.830 2.490 0.567 -0.67
Cl -2.577 0.458 1.319 -0.65
H 4.750 1.392 -2.831 0.19
H 5.078 1.713 -0.225 0.19
C 3.685 1.446 -2.568 -0.41
C 3.996 1.597 -0.099 -0.42
N 3.459 0.878 -1.247 -0.39
H 3.097 0.877 -3.295 0.23
C 2.761 -0.250 -1.121 0.59
O 2.215 -0.641 -0.057 -0.73
H 3.767 1.047 0.814 0.24
H 2.658 -0.829 -2.055 0.15
H 3.372 2.498 -2.589 0.22
H 3.534 2.588 -0.046 0.23
H -0.521 -5.630 0.569 0.20
H 1.350 -5.840 -1.392 0.20
C -1.039 -5.049 -0.207 -0.42
C 0.752 -5.097 -1.938 -0.40
N -0.075 -4.320 -1.025 -0.39
H -1.724 -4.340 0.260 0.25
C 0.143 -3.026 -0.827 0.57
O -0.523 -2.334 -0.005 -0.71
H 1.417 -4.407 -2.467 0.22
H 0.945 -2.573 -1.436 0.17
H -1.581 -5.746 -0.854 0.21
H 0.117 -5.626 -2.659 0.21
C 0.560 0.386 6.163 -0.59
C -0.405 -0.414 5.272 -0.52
C 0.032 -0.466 3.888 0.45
N 0.377 -0.528 2.778 -0.42
H 1.583 0.003 6.067 0.22
H 0.273 0.323 7.216 0.22
H 0.553 1.440 5.873 0.23
H -0.503 -1.445 5.642 0.25
H -1.402 0.052 5.291 0.27
```

The following is a quantum chemistry calculation of 2 unconnected molecules or ions with the total composition C2H7ClN2O3S, from the OMol25 dataset.

Max |F| in Eh/bohr: 0.0997
Total charge: 0
Energy above the lowest of the compared OMol25 structures with the same formula, charge and spin in kcal/mol: 65.1
Kohn-Sham gap (alpha / beta) in eV: 6.49 / 6.48
LUMO (alpha / beta) in eV: -0.335 / -0.336
E_HOMO (alpha / beta) in eV: -6.82 / -6.82

Structure (XYZ):
```
16
Properties=species:S:1:pos:R:3:nbo_charge:R:1
C 1.896 0.904 -0.464 0.05
C -0.862 0.837 0.246 -0.46
N -0.794 1.069 1.630 -0.89
N 1.976 -0.220 -1.087 -0.65
O -0.502 -1.120 -1.469 -0.99
O -2.001 -1.847 0.300 -0.89
O 0.265 -1.321 0.906 -0.99
S -0.733 -0.879 -0.025 2.23
Cl -2.159 1.518 -0.604 -0.01
H 1.456 0.985 0.504 0.25
H 2.123 1.936 -0.960 0.22
H -0.531 0.136 2.015 0.39
H -1.575 1.442 2.120 0.37
H 1.453 -0.973 -0.645 0.45
H 2.343 -0.306 -2.009 0.42
H -2.354 -2.159 -0.458 0.49
```

The following is a quantum chemistry calculation of a molecular structure, C28H72ClCuN4O14, from the OMol25 dataset.

Max |F| in Eh/bohr: 0.0502
Total charge: -1
2S+1: 2
Kohn-Sham gap (alpha / beta) in eV: 3.51 / 7.10
LUMO (alpha / beta) in eV: 2.501 / 2.501
E_HOMO (alpha / beta) in eV: -1.01 / -4.60

Structure (XYZ):
```
120
Properties=species:S:1:pos:R:3:mulliken_spin:R:1
Cu 18.499 10.145 13.741 0.08
Cl 19.492 6.616 14.955 0.30
O 18.993 5.829 16.042 -0.01
O 18.833 6.217 13.716 0.02
O 19.201 7.978 15.240 0.15
O 20.899 6.363 14.915 0.04
C 21.582 5.003 10.421 0.00
C 22.224 4.916 11.832 0.00
O 23.551 4.352 11.705 0.00
H 22.130 5.674 9.759 0.00
H 20.570 5.407 10.412 0.00
H 21.585 4.001 9.993 0.00
H 21.565 4.228 12.363 0.00
H 22.334 5.873 12.342 0.00
H 23.395 3.442 11.445 0.00
C 25.176 6.486 15.861 0.00
C 24.661 6.747 14.454 0.00
O 23.683 7.744 14.495 0.00
H 25.713 5.538 15.876 0.00
H 24.415 6.536 16.640 0.00
H 25.857 7.269 16.195 0.00
H 24.211 5.880 13.971 0.00
H 25.525 7.009 13.844 0.00
H 22.913 7.377 14.937 0.00
C 21.574 9.726 12.044 -0.01
O 20.181 9.482 12.182 0.22
C 19.681 8.996 10.958 0.04
C 18.216 8.551 11.132 0.01
N 17.365 9.693 11.541 0.12
C 15.992 9.200 11.913 0.05
C 15.847 8.445 13.226 -0.01
O 16.354 9.224 14.321 0.02
C 16.229 8.555 15.544 -0.09
H 22.211 8.891 11.754 0.01
H 22.093 10.207 12.873 0.02
H 21.693 10.441 11.231 -0.01
H 20.277 8.180 10.549 0.01
H 19.830 9.808 10.246 -0.01
H 18.334 7.791 11.904 0.02
H 17.855 8.013 10.254 0.01
H 17.249 10.280 10.728 -0.06
H 15.599 8.533 11.146 0.01
H 15.322 10.059 11.901 -0.03
H 16.365 7.487 13.183 -0.01
H 14.801 8.176 13.372 0.00
H 16.492 7.497 15.540 0.01
H 15.204 8.493 15.910 0.00
H 16.878 9.047 16.268 0.07
C 15.819 2.584 19.763 0.00
O 17.124 3.156 19.866 0.00
C 17.128 4.075 21.014 0.00
C 18.420 4.851 20.992 0.00
N 18.646 5.530 19.697 0.00
C 17.602 6.514 19.310 0.00
C 17.260 7.552 20.361 0.00
O 18.389 8.273 20.722 0.00
C 18.131 9.042 21.898 0.00
H 15.045 3.306 19.504 0.00
H 15.611 2.072 20.703 0.00
H 15.854 1.839 18.968 0.00
H 16.908 3.581 21.960 0.00
H 16.300 4.780 20.941 0.00
H 19.338 4.268 21.068 0.00
H 18.336 5.461 21.891 0.00
H 19.326 6.183 20.060 0.00
H 16.664 6.035 19.028 0.00
H 17.924 7.130 18.470 0.00
H 16.740 7.088 21.199 0.00
H 16.529 8.231 19.921 0.00
H 17.884 8.266 22.623 0.00
H 17.375 9.801 21.697 0.00
H 19.073 9.469 22.243 0.00
C 22.124 0.111 18.407 0.00
O 22.037 1.437 17.805 0.00
C 23.079 1.637 16.862 0.00
C 22.808 3.020 16.184 0.00
N 21.449 3.310 15.723 0.00
C 21.180 2.375 14.646 0.00
C 19.838 2.740 13.986 0.00
O 18.759 2.699 14.867 0.00
C 17.534 2.840 14.154 0.00
H 23.118 -0.055 18.821 0.00
H 21.911 -0.664 17.670 0.00
H 21.469 -0.108 19.250 0.00
H 23.191 0.889 16.077 0.00
H 24.088 1.671 17.272 0.00
H 23.524 3.129 15.369 0.00
H 23.122 3.771 16.909 0.00
H 21.567 4.148 15.171 0.00
H 21.134 1.309 14.871 0.00
H 21.924 2.470 13.856 0.00
H 19.672 2.085 13.130 0.00
H 19.771 3.779 13.663 0.00
H 17.451 3.867 13.800 0.00
H 16.709 2.602 14.825 0.00
H 17.392 2.170 13.305 0.00
C 18.242 10.788 18.581 0.03
O 19.559 10.582 18.033 -0.04
C 20.262 9.428 18.466 0.00
C 21.466 9.241 17.542 -0.02
N 22.499 10.231 17.839 0.00
C 23.605 10.031 16.958 0.00
C 23.438 10.679 15.576 -0.09
O 23.403 12.071 15.853 -0.01
C 24.692 12.700 15.860 0.00
H 18.189 10.768 19.669 0.00
H 17.594 9.937 18.373 0.01
H 17.827 11.718 18.192 0.00
H 19.628 8.541 18.456 0.00
H 20.588 9.585 19.495 0.00
H 21.134 9.145 16.509 0.05
H 21.835 8.272 17.879 0.00
H 22.872 10.025 18.754 0.00
H 23.864 8.975 16.878 0.00
H 24.497 10.490 17.383 0.00
H 22.561 10.269 15.077 0.10
H 24.264 10.418 14.915 0.00
H 25.290 12.434 14.989 0.00
H 25.230 12.455 16.776 0.00
H 24.528 13.774 15.942 0.00
```

The following is a quantum chemistry calculation of a molecular structure, C29H34AsN4NaO2S3, from the OMol25 dataset.

Max |F| in Eh/bohr: 0.0104
Total charge: -2
Energy above the lowest of the compared OMol25 structures with the same formula, charge and spin in kcal/mol: 15.7
Kohn-Sham gap in eV: 3.80
LUMO in eV: 3.751
E_HOMO in eV: -0.05

Structure (XYZ):
```
74
Properties=species:S:1:pos:R:3:lowdin_charge:R:1
Na -1.031 -0.136 0.025 0.07
C 2.705 -5.628 4.474 -0.11
O 1.370 -5.216 4.295 -0.11
C 0.908 -4.234 5.131 -0.28
C -0.308 -3.652 4.776 0.02
C -0.850 -2.646 5.548 -0.02
C -0.187 -2.201 6.695 -0.33
C 0.995 -2.818 7.065 -0.06
C 1.560 -3.822 6.283 -0.03
N -0.759 -1.236 7.589 0.03
N -1.285 -0.180 7.164 0.04
C -1.253 0.203 5.813 -0.29
C -2.417 0.792 5.333 -0.06
C -2.643 1.039 3.991 -0.03
C -1.659 0.747 3.011 -0.38
O -1.822 0.881 1.777 -0.08
C -0.353 0.299 3.536 -0.14
N 0.630 0.189 2.620 0.13
C 1.833 -0.152 3.013 -0.16
C 2.150 -0.378 4.362 -0.05
C 1.162 -0.281 5.304 -0.03
C -0.154 0.036 4.909 -0.13
H 2.940 -6.277 3.633 0.08
H 2.834 -6.187 5.407 0.09
H 3.388 -4.773 4.471 0.10
H -0.801 -3.983 3.872 0.12
H -1.776 -2.178 5.241 0.13
H 1.485 -2.495 7.976 0.11
H 2.498 -4.268 6.584 0.09
H -3.195 0.998 6.062 0.10
H -3.585 1.448 3.650 0.10
H 2.587 -0.252 2.241 0.05
H 3.168 -0.617 4.644 0.10
H 1.386 -0.434 6.352 0.10
C -1.576 -2.725 -4.246 -0.20
C -1.221 -1.731 -3.138 -0.85
S -2.048 -2.077 -1.607 0.37
C -0.423 -0.676 -3.419 -0.85
C 0.223 -0.539 -4.784 -0.20
S -0.016 0.684 -2.366 0.41
H -2.283 -3.456 -3.857 0.02
H -0.706 -3.270 -4.633 0.05
H -2.043 -2.238 -5.110 0.06
H -0.167 -1.232 -5.532 0.04
H 1.306 -0.695 -4.708 0.06
H 0.089 0.482 -5.151 0.04
N 0.724 2.561 0.339 0.14
C 0.884 3.893 0.542 -0.32
C 0.659 4.467 1.807 -0.04
C 0.862 5.819 2.016 -0.13
C 1.291 6.652 0.987 -0.15
C 1.507 6.091 -0.268 -0.13
C 1.310 4.742 -0.496 -0.04
H 0.252 2.010 1.042 0.06
H 0.718 2.182 -0.599 -0.02
H 0.319 3.831 2.616 0.11
H 0.675 6.230 3.002 0.09
H 1.446 7.711 1.157 0.07
H 1.833 6.719 -1.090 0.09
H 1.470 4.316 -1.479 0.11
C 0.872 -4.328 -1.914 -0.28
As 2.091 -3.952 -0.491 0.58
C 3.767 -4.718 -1.112 -0.28
C 1.591 -5.161 0.940 -0.26
S 2.253 -1.972 0.065 0.11
H 0.928 -5.381 -2.194 0.03
H 1.131 -3.674 -2.744 0.04
H -0.139 -4.030 -1.612 -0.02
H 3.630 -5.767 -1.377 0.02
H 4.515 -4.618 -0.328 0.02
H 4.085 -4.150 -1.985 0.03
H 1.612 -6.193 0.588 0.03
H 0.590 -4.903 1.281 0.04
H 2.290 -5.025 1.763 0.01
```

The following is a quantum chemistry calculation of a molecular structure, C12H31N4O7Y, from the OMol25 dataset.

Max |F| in Eh/bohr: 0.0333
Total charge: 0
Energy above the lowest of the compared OMol25 structures with the same formula, charge and spin in kcal/mol: 9.0
Kohn-Sham gap in eV: 7.84
LUMO in eV: 0.419
E_HOMO in eV: -7.42

Structure (XYZ):
```
55
Properties=species:S:1:pos:R:3:nbo_charge:R:1
Y 1.229 -0.307 0.083 2.09
O -0.294 -1.671 -0.771 -1.25
H -1.095 -2.123 -0.980 0.45
O 1.950 1.547 1.058 -1.23
H 1.422 2.334 1.117 0.44
O 2.876 -1.784 0.152 -1.23
H 3.471 -1.757 0.896 0.45
C 3.597 -0.360 -2.388 0.56
O 2.593 0.159 -1.918 -0.66
N 3.971 -0.186 -3.657 -0.41
C 5.176 -0.803 -4.161 -0.40
C 3.147 0.561 -4.598 -0.42
H 4.185 -1.074 -1.801 0.18
H 5.962 -0.067 -4.352 0.19
H 5.039 -1.343 -5.101 0.20
H 5.541 -1.530 -3.437 0.22
H 2.553 -0.203 -5.110 0.20
H 2.456 1.202 -4.059 0.24
H 3.693 1.166 -5.316 0.20
C -0.158 2.398 -1.831 0.57
O 0.288 1.473 -1.187 -0.62
N -1.335 2.340 -2.498 -0.43
C -1.894 3.551 -3.056 -0.42
C -2.175 1.174 -2.349 -0.44
H 0.356 3.371 -1.857 0.13
H -2.967 3.410 -3.205 0.21
H -1.544 3.693 -4.089 0.20
H -1.740 4.486 -2.522 0.21
H -2.430 0.781 -3.335 0.20
H -1.668 0.340 -1.854 0.28
H -3.043 1.363 -1.713 0.19
C -1.860 0.888 1.782 0.56
O -0.943 0.538 1.060 -0.62
N -2.999 0.218 1.926 -0.42
C -4.079 0.664 2.773 -0.40
C -3.308 -0.977 1.156 -0.44
H -1.833 1.811 2.389 0.12
H -5.031 0.686 2.237 0.20
H -3.899 1.650 3.198 0.21
H -4.273 -0.005 3.618 0.19
H -4.295 -0.932 0.706 0.20
H -2.528 -1.185 0.423 0.27
H -3.250 -1.842 1.822 0.19
C 0.934 -1.089 3.488 0.58
O 1.139 -1.106 2.290 -0.63
N -0.019 -1.787 4.126 -0.42
C -0.100 -1.817 5.579 -0.40
C -0.860 -2.743 3.467 -0.44
H 1.582 -0.517 4.172 0.13
H -1.142 -1.758 5.882 0.20
H 0.471 -0.982 5.988 0.21
H 0.378 -2.709 5.989 0.20
H -0.604 -3.768 3.763 0.20
H -1.929 -2.589 3.622 0.19
H -0.713 -2.791 2.385 0.26
```